Record 1
{
  "formula": "C31H35AsAuN6O3S",
  "method": "ωB97M-V/def2-TZVPD",
  "elements": ["Au", "N", "C", "N", "C", "N", "C", "C", "N", "C", "C", "N", "H", "H", "H", "H", "H", "C", "C", "C", "C", "C", "C", "As", "N", "C", "C", "C", "C", "C", "C", "C", "C", "C", "C", "C", "C", "C", "C", "C", "C", "C", "C", "H", "H", "H", "H", "H", "H", "H", "H", "H", "H", "H", "H", "H", "H", "H", "H", "H", "H", "H", "H", "H", "H", "H", "H", "H", "H", "H", "C", "S", "O", "O", "O", "H", "H", "H"],
  "positions_angstrom": [[0.469, -1.553, -1.966], [2.524, -2.642, -5.425], [2.363, -1.888, -4.343], [1.296, -2.317, -3.698], [0.823, -3.352, -4.456], [1.558, -3.576, -5.517], [-0.371, -4.138, -4.108], [-0.741, -5.252, -4.854], [-1.814, -5.966, -4.538], [-2.507, -5.568, -3.477], [-2.133, -4.457, -2.729], [-1.066, -3.740, -3.047], [3.236, -2.581, -6.135], [2.994, -1.062, -4.059], [-0.159, -5.565, -5.712], [-3.384, -6.146, -3.213], [-2.700, -4.142, -1.859], [6.112, 1.746, 2.256], [4.699, 1.489, 1.821], [3.782, 2.519, 1.698], [2.468, 2.304, 1.293], [1.556, 3.508, 1.340], [2.080, 0.989, 0.966], [0.249, 0.732, 0.443], [-0.245, -0.797, -0.200], [-1.587, -1.217, 0.105], [-1.916, -1.705, 1.364], [-3.212, -2.122, 1.634], [-4.184, -2.067, 0.647], [-3.853, -1.595, -0.617], [-2.562, -1.171, -0.890], [-1.009, 1.427, 1.708], [-2.153, 2.118, 1.283], [-2.497, 2.380, -0.160], [-3.034, 2.574, 2.257], [-2.821, 2.363, 3.611], [-3.789, 2.867, 4.641], [-1.697, 1.640, 3.993], [-0.787, 1.150, 3.069], [0.353, 0.315, 3.598], [2.976, -0.085, 1.127], [2.631, -1.534, 0.915], [4.268, 0.198, 1.547], [6.276, 2.800, 2.474], [6.815, 1.446, 1.478], [6.352, 1.170, 3.151], [4.087, 3.530, 1.940], [2.156, 4.416, 1.361], [0.956, 3.493, 2.253], [0.874, 3.580, 0.501], [-1.152, -1.772, 2.128], [-3.457, -2.499, 2.619], [-5.193, -2.396, 0.858], [-4.607, -1.547, -1.392], [-2.295, -0.786, -1.870], [-1.836, 3.125, -0.600], [-3.517, 2.752, -0.228], [-2.428, 1.476, -0.770], [-3.921, 3.109, 1.939], [-4.587, 3.450, 4.186], [-3.281, 3.494, 5.375], [-4.241, 2.034, 5.182], [-1.535, 1.428, 5.044], [0.070, -0.115, 4.557], [1.256, 0.910, 3.753], [0.616, -0.514, 2.942], [2.419, -1.750, -0.132], [1.748, -1.840, 1.477], [3.465, -2.157, 1.230], [4.961, -0.626, 1.669], [0.482, 3.292, -3.049], [0.484, 1.645, -2.428], [1.805, 1.090, -2.525], [0.184, 1.958, -0.910], [-0.619, 0.918, -2.975], [1.280, 3.853, -2.568], [-0.492, 3.736, -2.863], [0.663, 3.213, -4.119]],
  "lowdin_charge": [0.86, 0.05, -0.11, -0.04, -0.29, 0.14, -0.21, -0.06, 0.10, -0.10, -0.09, 0.10, 0.17, 0.14, 0.12, 0.11, 0.10, -0.03, -0.24, 0.00, -0.25, -0.03, -0.21, 1.34, -0.32, -0.40, -0.04, -0.07, -0.09, -0.08, -0.08, -0.21, -0.23, -0.03, 0.01, -0.24, -0.03, 0.00, -0.26, -0.04, -0.25, -0.06, 0.00, 0.08, 0.09, 0.09, 0.12, 0.09, 0.09, 0.06, 0.10, 0.11, 0.10, 0.11, 0.09, 0.08, 0.09, 0.06, 0.12, 0.08, 0.09, 0.09, 0.13, 0.09, 0.09, 0.05, 0.03, 0.06, 0.08, 0.13, -0.11, 0.47, -0.33, -0.48, -0.32, 0.08, 0.08, 0.08],
  "total_energy_ha": -4526.0234,
  "homo_energy_ev": -10.802,
  "total_charge": 1,
  "e_lumo_ha": -0.0784,
  "orbital_gap_ev": 8.668,
  "spin_multiplicity": 1
}

---

Record 2
{
  "formula": "C5H7N2",
  "method": "ωB97M-V/def2-TZVPD",
  "elements": ["C", "C", "C", "N", "N", "C", "C", "H", "H", "H", "H", "H", "H", "H"],
  "positions_angstrom": [[-2.168, -0.511, -0.120], [-0.694, -0.175, 0.159], [-0.310, 1.065, 0.670], [1.007, 1.274, 0.559], [1.538, 0.099, 0.176], [0.502, -0.727, -0.061], [2.203, -0.883, -0.731], [-2.898, -0.392, 0.852], [-2.594, 0.250, -0.856], [-2.280, -1.508, -0.456], [-0.874, 1.691, 1.182], [1.423, 2.141, 0.611], [2.797, -1.630, -0.174], [2.349, -0.693, -1.812]],
  "lowdin_charge": [-0.02, -0.19, 0.04, 0.15, -0.06, 0.04, 0.23, 0.15, 0.11, 0.05, 0.11, 0.16, 0.11, 0.12],
  "total_energy_ha": -303.7869,
  "homo_energy_ev": -14.794,
  "total_charge": 1,
  "e_lumo_ha": -0.1664,
  "orbital_gap_ev": 10.266,
  "spin_multiplicity": 1,
  "smiles": "Cc1c[nH][n+]2c1C2"
}

---

Record 3
{
  "formula": "C3H5N5",
  "method": "ωB97M-V/def2-TZVPD",
  "elements": ["H", "N", "C", "N", "N", "N", "C", "C", "N", "H", "H", "H", "H"],
  "positions_angstrom": [[0.432, -1.994, -2.162], [0.320, -1.247, -1.534], [1.254, -1.143, -0.648], [2.560, -1.733, -0.485], [0.795, -0.382, 0.410], [-0.079, 0.532, 0.548], [-1.249, 0.735, -0.025], [-2.068, 1.784, 0.677], [-2.735, 2.521, 1.470], [2.889, -2.035, 0.497], [3.030, -2.463, -1.075], [1.591, 0.139, 0.862], [-1.586, 0.262, -1.023]],
  "lowdin_charge": [0.02, 0.14, -0.47, 0.08, -0.04, -0.01, -0.15, -0.16, 0.09, 0.12, 0.11, 0.17, 0.11],
  "total_energy_ha": -390.9599,
  "homo_energy_ev": -9.303,
  "total_charge": 0,
  "e_lumo_ha": 0.0054,
  "orbital_gap_ev": 9.451,
  "spin_multiplicity": 1,
  "smiles": "[H]/N=C(\\N)N/N=C/C#N"
}

---

Record 4
{
  "formula": "C27H27BaN2OS4",
  "method": "ωB97M-V/def2-TZVPD",
  "elements": ["Ba", "C", "C", "C", "C", "C", "C", "C", "C", "C", "C", "C", "C", "H", "H", "H", "H", "H", "H", "H", "H", "H", "H", "H", "H", "H", "H", "H", "H", "H", "H", "C", "C", "C", "C", "C", "C", "N", "N", "C", "C", "C", "C", "C", "C", "H", "H", "H", "H", "H", "H", "H", "H", "H", "O", "C", "S", "C", "C", "S", "S", "S"],
  "positions_angstrom": [[-0.398, -0.299, -0.085], [0.583, 4.123, 0.709], [1.496, 2.924, 0.807], [2.214, 2.485, -0.309], [2.099, 3.226, -1.623], [3.068, 1.382, -0.195], [3.780, 0.826, -1.407], [3.268, 0.775, 1.050], [4.340, -0.269, 1.222], [2.494, 1.165, 2.147], [2.605, 0.394, 3.438], [1.626, 2.256, 2.030], [0.854, 2.736, 3.235], [0.261, 4.307, -0.311], [1.080, 5.031, 1.066], [-0.318, 3.990, 1.307], [1.222, 2.910, -2.198], [2.977, 3.072, -2.246], [2.009, 4.299, -1.463], [4.756, 1.296, -1.566], [3.197, 0.973, -2.315], [3.942, -0.245, -1.299], [3.942, -1.273, 1.058], [4.755, -0.230, 2.228], [5.163, -0.104, 0.527], [3.383, 0.806, 4.091], [2.840, -0.649, 3.238], [1.661, 0.387, 3.976], [-0.149, 2.300, 3.269], [0.745, 3.819, 3.233], [1.352, 2.460, 4.161], [-3.168, -5.456, -1.577], [-3.865, -4.639, -2.462], [-3.681, -3.268, -2.441], [-2.787, -2.713, -1.526], [-2.085, -3.524, -0.640], [-2.282, -4.899, -0.670], [-2.551, -1.301, -1.454], [-3.323, -0.608, -2.139], [-3.132, 0.808, -2.147], [-4.180, 1.437, -2.831], [-4.186, 2.814, -2.958], [-3.131, 3.527, -2.407], [-2.102, 2.862, -1.746], [-2.031, 1.471, -1.572], [-3.317, -6.528, -1.600], [-4.554, -5.078, -3.173], [-4.212, -2.616, -3.118], [-1.385, -3.125, 0.091], [-1.733, -5.526, 0.019], [-4.974, 0.830, -3.250], [-4.991, 3.319, -3.477], [-3.106, 4.609, -2.495], [-1.306, 3.484, -1.346], [-0.389, -6.588, 3.010], [-0.161, -5.453, 2.656], [-0.913, -4.018, 3.350], [-0.111, -2.795, 2.357], [0.751, -3.264, 1.423], [1.724, -2.453, 0.204], [0.956, -5.018, 1.361], [-0.622, -1.164, 2.781]],
  "lowdin_charge": [1.43, -0.05, -0.21, -0.21, -0.04, -0.21, -0.05, -0.20, -0.07, -0.19, -0.06, -0.20, -0.04, 0.04, 0.09, 0.08, 0.09, 0.07, 0.08, 0.09, 0.07, 0.07, 0.02, 0.08, 0.07, 0.09, 0.08, 0.04, 0.09, 0.07, 0.07, -0.09, -0.09, -0.04, -0.25, -0.02, -0.06, -0.10, 0.05, -0.34, -0.06, -0.12, -0.12, -0.18, -0.25, 0.10, 0.10, 0.10, 0.05, 0.09, 0.10, 0.09, 0.09, 0.04, -0.10, -1.06, 0.90, -1.23, -1.23, 0.28, 0.90, 0.25],
  "total_energy_ha": -2848.1790,
  "homo_energy_ev": -3.867,
  "total_charge": -1,
  "e_lumo_ha": 0.0701,
  "orbital_gap_ev": 5.776,
  "spin_multiplicity": 1
}

---

Record 5
{
  "formula": "C59H45CdClI4N10O2S2",
  "method": "ωB97M-V/def2-TZVPD",
  "elements": ["Cd", "I", "C", "C", "C", "C", "C", "C", "C", "C", "C", "C", "C", "C", "C", "C", "C", "C", "I", "C", "C", "C", "N", "C", "C", "C", "C", "C", "C", "I", "C", "C", "C", "C", "C", "C", "N", "C", "C", "C", "C", "C", "N", "C", "C", "C", "C", "I", "C", "C", "C", "C", "N", "H", "H", "H", "H", "H", "H", "H", "H", "H", "H", "H", "H", "H", "H", "H", "H", "H", "H", "H", "H", "H", "H", "H", "H", "N", "C", "C", "C", "C", "C", "C", "S", "O", "O", "N", "C", "N", "C", "C", "C", "N", "H", "H", "H", "H", "H", "H", "H", "H", "H", "C", "N", "C", "C", "S", "N", "C", "C", "H", "H", "H", "H", "H", "H", "H", "H", "H", "H", "H", "H", "Cl"],
  "positions_angstrom": [[-1.029, 0.022, -0.111], [2.432, -5.888, 6.524], [1.292, -4.829, 5.085], [1.503, -3.474, 4.909], [0.753, -2.798, 3.959], [-0.203, -3.466, 3.182], [-0.400, -4.829, 3.401], [0.341, -5.516, 4.353], [-0.916, -2.670, 2.155], [-0.809, -3.049, 0.801], [-0.318, -4.322, 0.313], [-0.423, -4.290, -1.037], [-0.926, -2.977, -1.381], [-1.113, -2.518, -2.692], [-0.927, -3.491, -3.802], [-2.045, -3.928, -4.514], [-1.921, -4.790, -5.594], [-0.657, -5.205, -5.972], [-0.450, -6.478, -7.651], [0.472, -4.802, -5.283], [0.326, -3.958, -4.191], [-1.466, -1.205, -3.071], [-1.797, -0.195, -2.237], [-1.965, 0.919, -2.993], [-2.340, 2.182, -2.506], [-2.390, 3.299, -3.498], [-3.526, 3.530, -4.267], [-3.561, 4.559, -5.201], [-2.434, 5.340, -5.362], [-2.473, 6.895, -6.811], [-1.293, 5.148, -4.605], [-1.278, 4.123, -3.668], [-2.640, 2.473, -1.166], [-3.141, 3.743, -0.688], [-3.391, 3.590, 0.633], [-3.015, 2.230, 0.972], [-2.591, 1.587, -0.138], [-3.038, 1.695, 2.275], [-2.533, 0.445, 2.672], [-2.525, -0.056, 4.033], [-1.905, -1.256, 3.997], [-1.550, -1.497, 2.611], [-1.985, -0.478, 1.846], [-3.624, 2.543, 3.347], [-4.999, 2.764, 3.392], [-5.576, 3.496, 4.420], [-4.756, 4.023, 5.401], [-5.629, 5.117, 6.990], [-3.384, 3.845, 5.373], [-2.825, 3.097, 4.346], [-1.740, 0.600, -4.386], [-1.443, -0.723, -4.439], [-1.168, -2.270, -0.250], [2.243, -2.938, 5.488], [0.913, -1.737, 3.800], [-1.153, -5.359, 2.833], [0.169, -6.570, 4.523], [0.058, -5.130, 0.917], [-0.149, -5.063, -1.739], [-3.025, -3.585, -4.209], [-2.799, -5.124, -6.129], [1.455, -5.127, -5.597], [1.202, -3.646, -3.639], [-4.401, 2.905, -4.134], [-4.453, 4.743, -5.784], [-0.426, 5.781, -4.732], [-0.428, 3.986, -3.003], [-3.258, 4.629, -1.291], [-3.760, 4.325, 1.330], [-2.928, 0.453, 4.894], [-1.732, -1.933, 4.817], [-5.629, 2.339, 2.621], [-6.647, 3.640, 4.457], [-2.754, 4.275, 6.139], [-1.754, 2.935, 4.319], [-1.807, 1.299, -5.205], [-1.204, -1.314, -5.309], [1.896, 6.863, 2.678], [1.815, 5.458, 2.633], [2.968, 4.681, 2.744], [2.885, 3.301, 2.700], [1.649, 2.698, 2.565], [0.496, 3.459, 2.472], [0.575, 4.836, 2.524], [1.458, 0.938, 2.425], [2.732, 0.280, 2.642], [0.445, 0.579, 3.398], [0.833, 0.640, 0.962], [1.554, 0.998, -0.122], [2.777, 1.553, -0.009], [3.409, 1.838, -1.130], [2.886, 1.587, -2.388], [1.615, 1.031, -2.407], [0.960, 0.721, -1.312], [2.776, 7.213, 2.330], [1.122, 7.298, 2.198], [3.932, 5.172, 2.826], [3.766, 2.676, 2.737], [-0.452, 2.959, 2.325], [-0.318, 5.438, 2.405], [4.394, 2.285, -1.006], [3.418, 1.837, -3.296], [1.107, 0.815, -3.345], [3.692, -2.050, -2.879], [4.276, -2.638, -1.694], [5.726, -2.643, -1.685], [3.557, -2.652, -0.521], [2.043, -2.030, -0.371], [4.221, -3.311, 0.528], [3.700, -3.030, 1.860], [4.347, -4.748, 0.306], [4.098, -2.550, -3.763], [3.892, -0.976, -2.944], [2.614, -2.174, -2.837], [6.104, -1.654, -1.966], [6.103, -3.378, -2.403], [6.085, -2.887, -0.690], [3.617, -1.956, 2.018], [4.396, -3.458, 2.586], [2.708, -3.470, 2.015], [4.636, -4.949, -0.724], [3.393, -5.256, 0.505], [5.106, -5.148, 0.982], [0.259, 3.712, -0.719]],
  "lowdin_charge": [1.37, 0.75, -0.72, -0.14, -0.01, -0.18, -0.04, -0.17, -0.06, -0.29, -0.05, -0.04, -0.30, -0.08, -0.20, -0.02, -0.16, -0.72, 0.77, -0.15, -0.02, -0.26, 0.04, -0.26, -0.09, -0.21, -0.03, -0.17, -0.72, 0.74, -0.14, -0.03, -0.31, -0.03, -0.02, -0.26, 0.04, -0.08, -0.25, -0.01, -0.02, -0.27, 0.04, -0.20, -0.02, -0.16, -0.72, 0.76, -0.15, -0.01, -0.02, -0.02, 0.03, 0.10, 0.11, 0.11, 0.08, 0.09, 0.10, 0.13, 0.09, 0.09, 0.11, 0.12, 0.08, 0.09, 0.01, 0.11, 0.10, 0.10, 0.11, 0.12, 0.09, 0.09, 0.12, 0.10, 0.10, 0.07, -0.33, -0.05, -0.07, -0.30, -0.12, -0.06, 0.59, -0.34, -0.33, -0.18, -0.66, 0.13, -0.16, -0.10, -0.19, 0.00, 0.07, 0.08, 0.10, 0.11, 0.09, 0.11, 0.10, 0.08, 0.11, -0.10, -0.22, -0.07, -0.72, 0.91, -0.25, -0.11, -0.08, 0.08, 0.08, 0.03, 0.09, 0.08, 0.08, 0.06, 0.09, 0.06, 0.08, 0.09, 0.08, -0.08],
  "total_energy_ha": -5588.6188,
  "homo_energy_ev": -2.053,
  "total_charge": -2,
  "e_lumo_ha": 0.1054,
  "orbital_gap_ev": 4.922,
  "spin_multiplicity": 1
}

---

Record 6
{
  "formula": "C6H13N",
  "method": "ωB97M-V/def2-TZVPD",
  "elements": ["C", "C", "C", "C", "C", "C", "N", "H", "H", "H", "H", "H", "H", "H", "H", "H", "H", "H", "H", "H"],
  "positions_angstrom": [[1.237, 1.529, 1.736], [0.547, 0.246, 1.306], [0.256, 0.258, -0.201], [-0.579, -0.970, -0.653], [-2.132, 0.037, -2.383], [-1.115, -0.828, -2.054], [1.317, -0.931, 1.725], [1.472, 1.528, 2.801], [2.184, 1.678, 1.209], [0.578, 2.380, 1.576], [-0.416, 0.183, 1.804], [-0.387, 1.117, -0.434], [1.189, 0.151, -0.768], [-1.412, -1.223, 0.017], [0.061, -1.877, -0.674], [-2.464, 0.126, -3.407], [-2.434, 0.807, -1.699], [-0.443, -1.262, -2.798], [0.672, -1.686, 1.950], [1.870, -1.265, 0.944]],
  "lowdin_charge": [-0.12, -0.53, -0.21, -0.38, -0.14, -0.31, 0.01, 0.06, 0.07, 0.06, 0.11, 0.10, 0.09, 0.06, 0.05, -0.01, 0.00, 0.05, 0.03, 0.03],
  "s2": 0.751,
  "total_energy_ha": -291.0727,
  "homo_energy_ev": [1.288, -4.760],
  "total_charge": -1,
  "e_lumo_ha": [0.1525, 0.1451],
  "orbital_gap_ev": [2.862, 8.707],
  "spin_multiplicity": 2
}

---

Looking at energy relative to the best compared isomer or geometry (same formula, charge and spin) for the records above, in order, we have 0.00 609.22 416.08 16.23 0.00 83.11 kJ/mol.